[1]
DFT (ωB97M-V with the def2-TZVPD basis set) results for a 2-piece molecular cluster, C3N2O4 overall at a distorted geometry.

The strongest force on any atom is 5.930 eV/Å. Its net charge is 0. The calculation puts the HOMO-LUMO gap at 10.1 eV. The HOMO energy is -9.95 eV. The electronic energy is -524.75930 a.u. As for the energy above the lowest of the compared OMol25 structures with the same formula, charge and spin: 0.00 kJ/mol.

Element x y z (Å)
C  3.614  -0.065  -0.294
N  -1.356  0.445  0.252
O  0.948  0.886  0.565
O  3.735  1.064  -0.121
N  -2.368  -0.098  -0.289
C  -0.162  0.656  0.350
O  -4.403  -1.134  -0.005
C  -3.393  -0.604  0.050
O  3.384  -1.151  -0.508

[2]
DFT (ωB97M-V with the def2-TZVPD basis set) results for one molecule with the formula C17H19N3O2S at a distorted geometry.

The strongest force on any atom is 5.695 eV/Å. Its net charge is 0. The calculation puts the HOMO-LUMO gap at 8.8 eV. The structure (SMILES) is CSc1nc(-c2ccccc2)nc(N2CCOCC2)c1C(C)=O. The HOMO energy is -8.76 eV. The electronic energy is -1372.04738 a.u. As for the energy above the lowest of the compared OMol25 structures with the same formula, charge and spin: 429.18 kJ/mol.

Element x y z (Å)
H  -0.914  -2.644  -1.537
O  -4.422  0.052  2.049
H  -3.534  -1.133  3.426
H  -3.152  -0.345  -0.215
H  -1.780  -1.333  1.974
C  -1.940  -0.305  2.308
C  0.330  -3.891  -2.840
H  -4.200  2.021  1.289
C  0.843  -0.648  -1.141
N  -0.126  -0.651  -0.212
C  4.276  1.903  -0.573
H  1.860  3.169  2.495
H  5.027  2.544  -0.173
H  1.771  -4.987  -4.131
N  -1.685  0.591  1.105
H  -2.766  1.369  -0.516
H  -1.265  -0.058  3.177
H  0.315  3.714  3.078
C  -4.182  0.960  0.959
H  -5.075  0.860  0.291
O  -0.353  3.737  0.726
H  4.468  1.543  -1.601
H  -3.245  0.794  3.524
H  3.209  -1.279  -2.499
C  0.793  2.969  2.615
C  1.080  -1.798  -1.951
C  0.193  2.771  1.199
C  2.281  -1.979  -2.593
C  2.613  -3.085  -3.343
H  0.678  1.973  3.132
S  2.647  2.729  -0.456
H  -0.346  -4.727  -2.952
C  1.607  -4.087  -3.475
N  1.752  0.305  -1.084
C  1.527  1.438  -0.351
H  4.137  0.974  -0.022
H  3.618  -3.234  -3.709
C  0.087  -2.803  -2.000
C  0.486  1.578  0.461
C  -0.389  0.498  0.425
C  -2.908  0.665  0.226
C  -3.314  -0.171  2.910

[3]
DFT (ωB97M-V with the def2-TZVPD basis set) results for one molecule with the formula C3H11N3O at a distorted geometry.

The strongest force on any atom is 4.134 eV/Å. Its net charge is 0. The calculation puts the HOMO-LUMO gap at 10.4 eV. The structure (SMILES) is C[C@H](O)NC(N)N. The HOMO energy is -9.50 eV. The electronic energy is -360.38151 a.u. As for the energy above the lowest of the compared OMol25 structures with the same formula, charge and spin: 146.75 kJ/mol.

Element x y z (Å)
H  -2.261  1.614  -0.294
O  1.774  0.919  1.099
H  0.171  1.238  -1.333
H  -2.219  0.845  -1.741
H  2.207  0.622  -0.854
C  -1.048  -0.023  -0.296
H  1.394  -1.747  -0.926
C  1.599  -1.270  0.032
H  0.721  1.029  1.305
C  1.511  0.247  -0.089
H  0.905  -1.647  0.779
N  0.157  0.811  -0.412
H  -1.012  0.343  1.706
H  -0.981  -0.927  -0.926
N  -1.182  -0.438  1.080
N  -2.221  0.703  -0.740
H  -2.117  -0.788  1.249
H  2.602  -1.533  0.360

- The highest electronic energy belongs to which entry?
  C3H11N3O

- Which of these has the highest electronic energy?
  C3H11N3O